Run w
ORCA calculation (ωB97M-V/def2-TZVPD) on the molecule C23H29N3O2.

Properties
- frontier orbital gap (Eh) = 0.3289
- HOMO energy (eV) = -8.42
- LUMO level (eV) = 0.528

Atoms and positions in Å:
C: 5.22 -0.66 -5.60
C: 4.56 -0.78 -4.27
C: 4.27 0.34 -3.51
C: 3.69 0.22 -2.27
C: 3.37 -1.03 -1.75
N: 2.78 -1.09 -0.47
C: 3.18 -1.82 0.60
O: 4.08 -2.62 0.61
C: 2.36 -1.49 1.85
N: 1.07 -0.93 1.53
C: 0.48 -0.18 2.63
C: -0.78 0.54 2.16
C: -1.79 -0.48 1.62
N: -2.98 0.18 1.13
C: -4.19 0.05 1.73
O: -4.40 -0.68 2.67
C: -5.27 0.92 1.09
C: -4.82 2.36 1.03
C: -4.39 2.93 -0.16
C: -3.94 4.24 -0.18
C: -3.91 4.99 0.98
C: -4.33 4.42 2.17
C: -4.78 3.11 2.20
C: -1.12 -1.30 0.52
C: 0.15 -1.95 1.06
C: 3.61 -2.18 -2.51
C: 3.21 -3.54 -2.03
C: 4.21 -2.03 -3.75
H: 4.94 0.26 -6.10
H: 6.31 -0.66 -5.47
H: 4.97 -1.50 -6.24
H: 4.51 1.33 -3.90
H: 3.47 1.10 -1.68
H: 2.10 -0.37 -0.25
H: 2.94 -0.75 2.41
H: 2.30 -2.40 2.47
H: 1.21 0.55 2.98
H: 0.23 -0.84 3.48
H: -1.22 1.10 2.98
H: -0.52 1.24 1.36
H: -2.12 -1.14 2.43
H: -2.87 0.85 0.40
H: -6.17 0.82 1.69
H: -5.47 0.54 0.08
H: -4.42 2.36 -1.07
H: -3.61 4.68 -1.12
H: -3.55 6.01 0.96
H: -4.31 5.00 3.08
H: -5.11 2.67 3.13
H: -1.81 -2.08 0.16
H: -0.87 -0.65 -0.32
H: 0.64 -2.52 0.27
H: -0.12 -2.65 1.87
H: 2.18 -3.53 -1.67
H: 3.84 -3.84 -1.20
H: 3.30 -4.27 -2.83
H: 4.41 -2.91 -4.34

***

Run x
ORCA calculation (ωB97M-V/def2-TZVPD) on the molecule C23H29N3O2.

Properties
- frontier orbital gap (Eh) = 0.2987
- HOMO energy (eV) = -7.49
- LUMO level (eV) = 0.643

Atoms and positions in Å:
C: -2.58 5.50 5.03
C: -1.56 4.40 5.30
C: -0.30 4.51 4.43
C: -0.29 3.60 3.21
C: -1.39 3.93 2.19
C: -1.21 3.09 0.94
O: -0.70 3.52 -0.08
N: -1.64 1.81 1.10
C: -1.59 0.73 0.20
C: -2.04 -0.51 0.64
C: -2.01 -1.61 -0.19
C: -1.51 -1.51 -1.50
N: -1.53 -2.65 -2.31
C: -0.97 -3.86 -1.75
C: 0.56 -3.71 -1.60
N: 1.04 -2.74 -2.56
C: 1.81 -1.67 -2.27
O: 2.07 -0.81 -3.10
C: 2.37 -1.60 -0.89
C: 2.04 -0.50 -0.09
C: 2.58 -0.39 1.18
C: 3.46 -1.35 1.65
C: 3.81 -2.42 0.85
C: 3.26 -2.55 -0.41
C: 0.39 -2.82 -3.86
C: -1.13 -2.56 -3.70
C: -1.08 -0.26 -1.93
C: -1.13 0.85 -1.10
H: -2.90 5.49 3.99
H: -3.46 5.36 5.66
H: -2.15 6.47 5.25
H: -2.02 3.42 5.15
H: -1.27 4.46 6.35
H: 0.58 4.26 5.03
H: -0.17 5.55 4.11
H: 0.68 3.69 2.71
H: -0.39 2.56 3.54
H: -1.31 4.98 1.90
H: -2.38 3.75 2.62
H: -2.04 1.57 2.00
H: -2.42 -0.62 1.65
H: -2.39 -2.55 0.18
H: -1.21 -4.68 -2.43
H: -1.42 -4.09 -0.78
H: 0.80 -3.35 -0.59
H: 1.06 -4.67 -1.75
H: 1.37 0.25 -0.47
H: 2.32 0.46 1.80
H: 3.88 -1.25 2.64
H: 4.50 -3.16 1.21
H: 3.53 -3.39 -1.04
H: 0.86 -2.08 -4.50
H: 0.57 -3.82 -4.27
H: -1.69 -3.31 -4.26
H: -1.41 -1.58 -4.09
H: -0.67 -0.12 -2.92
H: -0.78 1.80 -1.46

***

Most stable pick: run w. Distance to second place: 19.9 kcal/mol.

***

Run w
ORCA calculation (ωB97M-V/def2-TZVPD) on the molecule C7H11NS.

Properties
- frontier orbital gap (Eh) = 0.3556
- HOMO energy (eV) = -9.12
- LUMO level (eV) = 0.559

Atoms and positions in Å:
C: -0.37 -1.81 -0.76
C: 0.96 -1.63 -0.32
C: 1.60 -0.68 0.62
C: 0.62 0.46 1.18
C: 0.23 1.53 0.30
C: -0.53 1.34 -0.93
N: -1.91 0.93 -0.90
C: -2.55 0.10 -0.24
S: -3.67 -0.57 0.62
H: -1.41 -1.52 -0.33
H: -0.45 -2.63 -1.58
H: 1.99 -2.01 -0.90
H: 1.79 -1.45 1.49
H: 2.48 -0.19 0.26
H: 1.00 0.90 2.16
H: -0.34 -0.08 1.45
H: 1.10 2.08 -0.28
H: -0.16 2.40 1.12
H: -0.40 2.33 -1.50
H: 0.02 0.50 -1.48

***

Run x
ORCA calculation (ωB97M-V/def2-TZVPD) on the molecule C7H11NS.

Properties
- frontier orbital gap (Eh) = 0.3561
- HOMO energy (eV) = -8.91
- LUMO level (eV) = 0.778

Atoms and positions in Å:
C: -0.04 2.24 -0.61
C: -1.17 1.55 -0.47
C: -1.57 0.53 0.72
C: -0.44 -0.39 1.13
C: -0.25 -1.73 0.33
C: 0.50 -1.52 -1.05
N: 1.77 -0.85 -0.71
C: 2.66 -0.24 -0.24
S: 3.84 0.65 0.44
H: 0.98 2.15 -0.04
H: 0.10 2.90 -1.42
H: -1.88 1.72 -1.21
H: -1.72 1.19 1.64
H: -2.52 0.02 0.54
H: -0.63 -0.55 2.26
H: 0.60 0.20 1.02
H: -1.21 -2.24 -0.03
H: 0.37 -2.37 0.86
H: 0.64 -2.45 -1.47
H: -0.04 -0.82 -1.68

***

Most stable pick: run x. Distance to second place: 45.1 kcal/mol.

***

Run w
ORCA calculation (ωB97M-V/def2-TZVPD) on a 2-piece molecular cluster, C24H31N3O4 overall.

Properties
- frontier orbital gap (Eh) = 0.2276
- HOMO energy (eV) = -6.88
- LUMO level (eV) = -0.688

Atoms and positions in Å:
C: -0.28 3.82 5.84
O: 0.87 3.71 4.96
C: 0.78 2.98 3.83
C: 1.93 2.95 3.00
C: 1.90 2.27 1.81
C: 0.71 1.67 1.35
C: 0.70 1.10 0.01
C: -0.03 1.58 -1.05
C: 0.23 1.03 -2.37
O: 1.03 0.12 -2.62
N: -0.48 1.63 -3.43
C: -0.19 1.14 -4.75
C: -1.59 2.47 -3.27
O: -2.31 2.82 -4.21
N: -1.84 2.90 -1.96
C: -2.83 3.94 -1.84
C: -0.85 2.80 -0.96
O: -0.75 3.66 -0.09
C: -0.42 1.65 2.19
C: -0.40 2.29 3.42
H: 0.10 4.44 6.65
H: -1.12 4.32 5.34
H: -0.60 2.84 6.22
H: 2.81 3.50 3.33
H: 2.78 2.22 1.16
H: 1.59 0.51 -0.24
H: -0.84 1.68 -5.44
H: 0.86 1.32 -4.98
H: -0.38 0.06 -4.80
H: -2.94 4.19 -0.78
H: -2.51 4.84 -2.39
H: -3.76 3.58 -2.26
H: -1.31 1.12 1.85
H: -1.29 2.31 4.04
C: -0.63 -1.66 -0.29
C: 0.00 -2.89 -0.29
N: 1.35 -2.98 -0.25
C: 2.09 -4.22 -0.26
C: 3.57 -3.80 -0.27
C: 3.62 -2.27 -0.20
C: 2.16 -1.80 -0.18
C: -0.74 -4.21 -0.35
C: -2.27 -4.10 -0.46
C: -2.86 -2.79 0.06
C: -2.10 -1.53 -0.42
H: -0.05 -0.76 -0.37
H: 1.86 -4.83 0.63
H: 1.84 -4.82 -1.15
H: 4.08 -4.25 0.58
H: 4.04 -4.15 -1.20
H: 4.12 -1.92 0.71
H: 4.12 -1.83 -1.06
H: 1.97 -1.14 -1.04
H: 1.96 -1.25 0.76
H: -0.50 -4.81 0.54
H: -0.39 -4.82 -1.20
H: -2.71 -4.94 0.08
H: -2.55 -4.23 -1.52
H: -3.91 -2.72 -0.24
H: -2.83 -2.80 1.15
H: -2.37 -1.33 -1.47
H: -2.43 -0.64 0.15

***

Run x
ORCA calculation (ωB97M-V/def2-TZVPD) on the molecule C24H31N3O4.

Properties
- frontier orbital gap (Eh) = 0.3242
- HOMO energy (eV) = -8.04
- LUMO level (eV) = 0.779

Atoms and positions in Å:
C: -6.79 0.60 -3.88
O: -5.53 1.15 -4.26
C: -5.31 2.42 -3.89
O: -6.11 3.07 -3.27
C: -3.96 2.88 -4.37
C: -3.56 4.23 -3.77
C: -3.22 4.10 -2.27
C: -2.91 5.49 -1.70
N: -2.21 3.08 -2.10
C: -0.83 3.39 -2.40
C: -0.02 3.92 -1.20
C: -0.14 2.98 0.00
O: 0.55 1.78 -0.35
C: 0.94 0.91 0.61
C: 1.59 -0.24 0.14
C: 2.03 -1.21 1.01
C: 1.84 -1.06 2.38
C: 2.32 -2.05 3.38
O: 2.62 -1.74 4.52
N: 2.34 -3.34 2.96
C: 2.97 -4.38 3.72
C: 3.99 -5.13 2.90
C: 4.91 -5.98 3.50
C: 5.82 -6.65 2.70
C: 5.77 -6.45 1.32
C: 4.81 -5.59 0.83
N: 3.94 -4.95 1.59
C: 1.22 0.09 2.85
C: 0.76 1.06 1.98
C: -1.61 2.70 0.30
C: -2.31 2.19 -0.97
H: -6.80 -0.42 -4.26
H: -6.89 0.60 -2.79
H: -7.61 1.18 -4.31
H: -3.22 2.13 -4.10
H: -4.00 2.94 -5.46
H: -4.39 4.93 -3.88
H: -2.70 4.62 -4.31
H: -4.12 3.73 -1.77
H: -3.77 6.13 -1.83
H: -2.06 5.94 -2.21
H: -2.69 5.43 -0.63
H: -0.79 4.11 -3.22
H: -0.35 2.46 -2.74
H: -0.37 4.90 -0.90
H: 1.03 4.00 -1.49
H: 0.35 3.44 0.87
H: 1.74 -0.34 -0.93
H: 2.56 -2.07 0.61
H: 2.21 -3.56 1.98
H: 3.44 -3.92 4.60
H: 2.22 -5.10 4.08
H: 4.92 -6.10 4.57
H: 6.55 -7.32 3.13
H: 6.46 -6.96 0.66
H: 4.72 -5.40 -0.24
H: 1.10 0.21 3.91
H: 0.27 1.93 2.39
H: -2.08 3.62 0.65
H: -1.70 1.95 1.08
H: -3.37 1.99 -0.76
H: -1.84 1.24 -1.25

***

Most stable pick: run x. Distance to second place: 32.5 kcal/mol.

***

Run w
ORCA calculation (ωB97M-V/def2-TZVPD) on H22O11Xe as an isolated structure.

Properties
- frontier orbital gap (Eh) = 0.3294
- HOMO energy (eV) = -9.43
- LUMO level (eV) = -0.469

Atoms and positions in Å:
Xe: -0.16 -0.26 0.48
O: 1.01 -3.10 -1.45
H: 0.55 -3.90 -1.67
H: 0.70 -2.45 -2.08
O: -2.29 0.01 3.54
H: -2.43 -0.73 2.95
H: -1.86 -0.37 4.30
O: 0.62 -0.85 -3.07
H: 0.67 -1.14 -3.98
H: 0.02 -0.11 -3.08
O: 2.63 -2.83 0.84
H: 3.10 -1.99 0.79
H: 1.89 -2.73 0.25
O: -2.83 -2.36 2.43
H: -2.92 -2.52 1.49
H: -3.63 -2.71 2.82
O: -1.02 1.45 -2.54
H: -0.39 1.96 -3.05
H: -1.57 1.02 -3.20
O: 0.33 3.41 0.23
H: -0.12 3.08 1.01
H: -0.30 3.28 -0.48
O: 3.94 -0.39 0.83
H: 4.86 -0.47 0.61
H: 3.54 0.03 0.07
O: 2.64 0.16 -1.62
H: 2.34 1.07 -1.62
H: 2.00 -0.31 -2.15
O: -1.39 2.35 2.27
H: -1.22 3.08 2.87
H: -1.75 1.66 2.83
O: -2.64 2.38 -0.37
H: -2.23 2.59 0.47
H: -2.11 1.67 -0.73

***

Run x
ORCA calculation (ωB97M-V/def2-TZVPD) on H22O11Xe as an isolated structure.

Properties
- frontier orbital gap (Eh) = 0.3902
- HOMO energy (eV) = -10.53
- LUMO level (eV) = 0.084

Atoms and positions in Å:
Xe: -0.24 0.18 -0.42
O: 0.14 3.33 1.13
H: 0.44 2.53 1.57
H: -0.53 3.69 1.72
O: 0.77 0.86 2.56
H: 0.78 0.91 3.52
H: -0.05 0.41 2.36
O: 3.43 -1.89 -1.79
H: 4.31 -1.61 -1.54
H: 2.94 -1.07 -1.87
O: -3.91 1.02 0.31
H: -4.35 0.88 -0.53
H: -3.57 0.15 0.55
O: 1.00 -3.49 2.10
H: 1.29 -4.31 1.69
H: 1.38 -2.80 1.56
O: 2.60 0.83 -2.81
H: 2.25 1.11 -1.96
H: 3.03 1.60 -3.16
O: 2.51 -1.17 1.42
H: 3.24 -1.36 2.01
H: 1.94 -0.59 1.92
O: -1.71 -3.29 0.02
H: -2.53 -3.58 -0.37
H: -1.61 -3.83 0.81
O: -2.95 -1.39 1.40
H: -3.58 -1.97 1.82
H: -2.47 -1.95 0.79
O: -1.03 1.54 -3.69
H: -1.95 1.63 -3.93
H: -0.94 2.04 -2.87
O: -0.52 3.71 -1.62
H: -0.35 3.76 -0.68
H: 0.25 4.12 -2.02

***

Most stable pick: run w. Distance to second place: 4.6 kcal/mol.